## A
This record from the Open Molecules 2025 dataset describes one molecule with the formula C5H8S. The level of theory is ωB97M-V with the def2-TZVPD basis set.

Geometry (Å):
C (1.95, -0.32, -0.19)
C (0.39, -0.21, 0.01)
C (-0.14, 1.04, -0.02)
C (-1.63, 1.11, 0.05)
C (-0.60, -1.33, 0.21)
H (2.16, 0.05, -1.25)
H (2.37, -1.31, -0.05)
H (2.35, 0.41, 0.50)
H (0.51, 1.92, -0.06)
H (-2.21, 1.51, -0.81)
H (-2.05, 1.49, 0.97)
H (-0.34, -2.23, -0.41)
H (-0.59, -1.50, 1.27)
S (-2.17, -0.63, -0.22)

Calculated values
structure (SMILES) = CC1=CCSC1
E_HOMO = -8.35 eV

***

## B
This record from the Open Molecules 2025 dataset describes one molecule with the formula C5H8S. The level of theory is ωB97M-V with the def2-TZVPD basis set.

Geometry (Å):
C (0.16, -1.42, 0.49)
C (1.51, -0.76, 0.32)
C (-1.02, -1.13, 0.04)
C (-1.97, 1.92, -1.62)
C (2.14, -0.15, 1.33)
S (-0.95, 0.53, -1.38)
H (0.26, -2.24, 1.20)
H (1.99, -0.69, -0.68)
H (-1.96, -1.49, 0.28)
H (-2.29, 2.42, -0.70)
H (-2.74, 1.80, -2.26)
H (1.71, -0.08, 2.37)
H (3.05, 0.29, 1.11)
H (0.11, 1.00, -0.48)

Calculated values
E_HOMO (spin up / spin down) = -7.47 / -7.47 eV

***

A has the most favorable energy; the next structure is 437.4 kJ/mol above.

***

## A
This record from the Open Molecules 2025 dataset describes a 2-piece molecular cluster, C7H14N overall. The level of theory is ωB97M-V with the def2-TZVPD basis set.

Geometry (Å):
C (2.82, 0.00, -0.02)
C (2.07, 0.02, -1.00)
C (-1.54, 0.36, -0.39)
C (3.51, -0.13, 1.22)
C (-1.33, 1.55, -1.19)
C (-2.88, 0.26, 0.22)
C (-0.41, -1.69, 0.52)
N (-0.54, -0.40, -0.27)
H (1.58, 0.16, -1.87)
H (0.44, -0.29, -0.60)
H (3.17, -0.99, 1.65)
H (3.29, 0.69, 1.94)
H (4.51, -0.17, 0.98)
H (-1.86, 2.43, -0.82)
H (-1.67, 1.53, -2.30)
H (-0.19, 1.74, -1.32)
H (-2.89, 0.90, 1.09)
H (-3.14, -0.72, 0.54)
H (-3.66, 0.59, -0.58)
H (-1.35, -1.70, 1.09)
H (0.42, -1.65, 1.27)
H (-0.34, -2.48, -0.14)

Calculated values
E_HOMO = -13.90 eV
charge = +1

***

## B
This record from the Open Molecules 2025 dataset describes C7H14N as an isolated structure. The level of theory is ωB97M-V with the def2-TZVPD basis set.

Geometry (Å):
C (-1.79, 1.69, 0.78)
C (-1.39, -2.50, -0.32)
C (-1.53, 1.29, -0.41)
C (-1.05, -1.31, 0.21)
C (1.98, -0.85, 0.52)
C (1.63, 1.35, -0.58)
C (-0.30, -0.32, -0.52)
N (0.91, 0.27, 0.14)
H (-2.24, 2.62, 0.99)
H (-1.30, 1.37, 1.66)
H (-2.08, -3.08, 0.25)
H (-1.12, -2.81, -1.34)
H (-2.01, 1.46, -1.45)
H (-1.42, -1.26, 1.22)
H (2.48, -0.49, 1.48)
H (1.29, -1.68, 0.70)
H (2.62, -0.90, -0.44)
H (2.22, 1.89, 0.07)
H (2.21, 0.99, -1.35)
H (0.66, 1.89, -0.86)
H (-0.23, -0.39, -1.68)
H (0.46, 0.77, 0.93)

Calculated values
E_HOMO = -13.12 eV
charge = +1

***

A has the most favorable energy; the next structure is 156.9 kJ/mol above.

***

## A
This record from the Open Molecules 2025 dataset describes an isolated ion of composition C7H14N and charge +1. The level of theory is ωB97M-V with the def2-TZVPD basis set.

Geometry (Å):
C (0.35, -1.63, -0.10)
C (0.08, -2.90, -0.12)
C (0.12, -0.25, 0.32)
C (1.45, -0.56, -0.35)
C (-2.34, 0.31, -0.28)
C (-0.58, 2.30, 0.01)
C (-0.84, 0.77, -0.36)
N (2.64, -0.58, 0.53)
H (0.78, -3.64, -0.64)
H (-0.75, -3.40, 0.34)
H (0.03, -0.12, 1.44)
H (1.45, -0.16, -1.29)
H (-2.60, -0.24, 0.59)
H (-2.61, -0.36, -1.11)
H (-3.19, 1.12, -0.17)
H (-0.21, 2.86, -0.81)
H (0.00, 2.25, 0.88)
H (-1.54, 2.92, 0.24)
H (-0.70, 0.91, -1.49)
H (3.01, 0.38, 0.79)
H (3.50, -1.08, 0.01)
H (2.22, -1.07, 1.38)

Calculated values
structure (SMILES) = C=C1[C@H](C(C)C)[C@H]1[NH3+]
E_HOMO = -14.02 eV
charge = +1

***

## B
This record from the Open Molecules 2025 dataset describes a 2-piece molecular cluster, C7H14N overall. The level of theory is ωB97M-V with the def2-TZVPD basis set.

Geometry (Å):
C (-0.32, -1.43, -0.66)
C (-0.60, -0.01, -0.97)
C (-0.18, -0.02, 0.53)
C (-1.22, 0.03, 1.44)
C (3.67, 0.35, 0.10)
C (2.21, 0.15, -0.14)
C (1.25, 0.37, 0.76)
N (-3.64, 0.37, -0.59)
H (-1.08, -1.99, -0.14)
H (0.38, -1.87, -1.34)
H (-1.65, 0.26, -1.05)
H (0.02, 0.49, -1.69)
H (-1.92, -0.78, 1.63)
H (-1.13, 0.82, 2.20)
H (4.17, -0.47, -0.43)
H (4.00, 1.33, -0.29)
H (3.97, 0.19, 1.12)
H (2.00, 0.03, -1.19)
H (1.42, 0.83, 1.72)
H (-3.92, 1.32, -0.80)
H (-3.04, 0.30, 0.22)
H (-4.40, -0.28, -0.43)

Calculated values
E_HOMO = -13.14 eV
charge = +1

***

## C
This record from the Open Molecules 2025 dataset describes an isolated ion of composition C7H14N and charge +1. The level of theory is ωB97M-V with the def2-TZVPD basis set.

Geometry (Å):
C (1.38, -0.55, -1.29)
C (1.15, -0.99, 0.15)
C (0.02, -0.29, 0.89)
C (0.15, -0.02, 2.19)
C (-1.88, -1.01, -0.46)
C (-1.21, 0.00, 0.09)
C (-1.82, 1.40, 0.23)
N (1.71, 0.92, -1.33)
H (0.65, -0.89, -2.02)
H (2.23, -1.15, -1.64)
H (2.10, -1.06, 0.70)
H (0.80, -2.02, 0.00)
H (1.09, -0.10, 2.72)
H (-0.68, 0.40, 2.70)
H (-1.43, -1.99, -0.54)
H (-2.82, -0.87, -0.98)
H (-2.05, 1.56, 1.29)
H (-2.77, 1.41, -0.30)
H (-1.14, 2.11, -0.21)
H (0.96, 1.34, -0.76)
H (1.74, 1.31, -2.27)
H (2.61, 1.00, -0.87)

Calculated values
structure (SMILES) = C=C(C)C(=C)CC[NH3+]
E_HOMO = -12.81 eV
charge = +1

***

C has the most favorable energy; the next structure is 209.1 kJ/mol above.

***

## A
This record from the Open Molecules 2025 dataset describes a 2-piece molecular cluster, C5H14NO overall. The level of theory is ωB97M-V with the def2-TZVPD basis set.

Geometry (Å):
C (-0.26, -1.59, -1.21)
C (0.13, -0.84, 0.06)
C (1.45, -0.04, -0.11)
C (1.32, 1.41, -0.48)
C (-0.17, 3.22, 0.27)
N (0.31, 2.06, 0.42)
H (-1.33, -1.51, -1.43)
H (-0.10, -2.66, -1.14)
H (0.29, -1.25, -2.08)
H (0.23, -1.44, 0.95)
H (-0.64, -0.13, 0.34)
H (2.12, -0.56, -0.79)
H (2.02, -0.09, 0.83)
H (0.95, 1.50, -1.50)
H (2.23, 2.00, -0.41)
H (-0.72, 3.60, 1.13)
H (-0.04, 3.69, -0.69)
H (0.43, 1.67, 1.35)
H (-2.29, -3.49, 1.95)
H (-3.36, -2.89, 1.01)
O (-2.56, -2.68, 1.51)

Calculated values
E_HOMO = -14.09 eV
charge = +1

***

## B
This record from the Open Molecules 2025 dataset describes a 2-piece molecular cluster, C5H14NO overall. The level of theory is ωB97M-V with the def2-TZVPD basis set.

Geometry (Å):
C (1.60, -0.62, -0.28)
C (0.20, -1.01, -0.67)
C (-0.89, -0.44, 0.24)
C (-1.52, -1.21, 1.13)
C (-2.68, -0.85, 2.01)
N (1.62, 0.82, 0.19)
H (2.31, -0.65, -1.06)
H (1.95, -1.19, 0.58)
H (0.09, -2.08, -0.74)
H (-0.10, -0.67, -1.65)
H (-1.22, 0.60, 0.16)
H (-1.21, -2.23, 1.31)
H (-2.52, -1.32, 2.97)
H (-3.58, -1.27, 1.55)
H (-2.88, 0.21, 2.14)
H (0.89, 0.96, 0.88)
H (1.40, 1.45, -0.62)
H (2.52, 1.08, 0.61)
H (0.76, 3.18, -1.97)
H (1.83, 2.37, -2.72)
O (1.06, 2.28, -2.14)

Calculated values
E_HOMO = -13.09 eV
charge = +1

***

## C
This record from the Open Molecules 2025 dataset describes a 2-piece molecular cluster, C5H14NO overall. The level of theory is ωB97M-V with the def2-TZVPD basis set.

Geometry (Å):
C (1.55, 1.68, -0.63)
C (0.45, 0.74, -0.30)
C (0.81, -0.87, -0.35)
C (0.21, -1.44, -1.67)
C (-1.23, -1.33, -1.86)
N (-0.13, 1.00, 1.02)
H (1.39, 1.83, -1.72)
H (2.52, 1.48, -0.15)
H (1.23, 2.69, -0.55)
H (-0.47, 0.81, -1.01)
H (1.80, -1.09, -0.47)
H (0.36, -1.35, 0.61)
H (0.81, -1.59, -2.57)
H (-1.72, -1.63, -2.80)
H (-1.92, -0.99, -1.03)
H (-0.79, 0.25, 1.37)
H (0.69, 1.19, 1.70)
H (-0.68, 1.89, 1.07)
H (-2.03, -1.54, 2.54)
H (-1.25, -1.01, 3.83)
O (-1.62, -0.73, 2.97)

Calculated values
E_HOMO = -12.91 eV
charge = +1

***

## D
This record from the Open Molecules 2025 dataset describes a 2-piece molecular cluster, C5H14NO overall. The level of theory is ωB97M-V with the def2-TZVPD basis set.

Geometry (Å):
C (0.15, 0.84, 1.57)
C (0.76, -0.51, 1.24)
C (0.33, -1.07, -0.10)
C (1.22, -1.23, -1.04)
C (-1.08, -1.57, -0.20)
N (0.30, 1.79, 0.40)
H (0.67, 1.34, 2.38)
H (-0.89, 0.81, 1.86)
H (1.85, -0.47, 1.28)
H (0.45, -1.18, 2.04)
H (2.26, -0.94, -0.88)
H (0.98, -1.66, -2.00)
H (-1.30, -1.99, -1.18)
H (-1.82, -0.79, 0.03)
H (-1.24, -2.38, 0.50)
H (-0.40, 1.67, -0.36)
H (1.22, 1.62, -0.01)
H (0.27, 2.77, 0.68)
H (-1.34, 1.53, -2.65)
H (-1.17, 0.24, -1.79)
O (-1.22, 1.20, -1.76)

Calculated values
E_HOMO = -13.73 eV
charge = +1

***

D has the most favorable energy; the next structure is 14.9 kJ/mol above.

***

## A
This record from the Open Molecules 2025 dataset describes an isolated ion of composition C3H10N3O and charge +1. The level of theory is ωB97M-V with the def2-TZVPD basis set.

Geometry (Å):
C (0.65, 0.86, 1.92)
C (0.34, -1.61, -0.44)
C (0.24, -0.08, -0.38)
N (-0.70, 0.53, -1.46)
N (0.10, 0.76, 0.74)
N (-1.91, 0.83, -0.77)
O (1.67, 0.33, 2.53)
H (0.43, 1.89, 2.34)
H (0.02, -1.91, -1.44)
H (-0.28, -1.99, 0.41)
H (1.49, -1.97, -0.31)
H (1.34, 0.16, -0.82)
H (-0.40, 1.58, -1.87)
H (2.28, -0.43, 2.26)
H (-2.79, 0.18, -0.70)
H (-1.61, 1.11, 0.15)
H (-0.86, -0.24, -2.17)

Calculated values
structure (SMILES) = C[C@H](/N=C\O)[NH2+]N
E_HOMO = -14.26 eV
charge = +1

***

## B
This record from the Open Molecules 2025 dataset describes a 2-piece molecular cluster, C3H10N3O overall. The level of theory is ωB97M-V with the def2-TZVPD basis set.

Geometry (Å):
C (-1.01, -0.37, -0.48)
C (0.46, -0.01, -0.73)
C (1.41, -1.01, -1.44)
N (-1.59, 1.32, 1.06)
N (-1.84, 0.40, 0.14)
N (1.03, -0.22, 1.18)
O (0.43, 1.22, -0.87)
H (-1.52, -1.00, -1.23)
H (1.17, -0.95, -2.51)
H (1.34, -2.06, -1.13)
H (2.36, -0.53, -1.09)
H (-2.54, 1.70, 1.41)
H (-0.68, 1.90, 1.14)
H (-2.77, 0.11, 0.01)
H (1.64, 0.69, 1.16)
H (1.64, -0.97, 1.35)
H (0.46, -0.24, 2.05)

Calculated values
E_HOMO = -13.61 eV
charge = +1

***

B has the most favorable energy; the next structure is 75.8 kJ/mol above.

***

## A
This record from the Open Molecules 2025 dataset describes C3H10N3O as an isolated structure. The level of theory is ωB97M-V with the def2-TZVPD basis set.

Geometry (Å):
C (1.18, -0.55, 0.16)
C (-0.88, 0.16, -0.91)
C (-1.71, -0.82, -0.19)
N (0.10, 0.77, 1.03)
N (0.76, 1.73, 1.67)
N (0.54, -0.48, -1.14)
O (-0.48, 1.24, -0.19)
H (2.26, -0.26, 0.14)
H (0.90, -1.41, 0.86)
H (-1.16, 0.29, -2.01)
H (-2.68, -0.33, 0.11)
H (-1.29, -0.97, 0.80)
H (-1.84, -1.68, -0.77)
H (1.36, 2.35, 1.17)
H (1.38, 1.13, 2.40)
H (1.25, 0.21, -1.50)
H (0.33, -1.36, -1.62)

Calculated values
E_HOMO = -12.90 eV
charge = +1

***

## B
This record from the Open Molecules 2025 dataset describes a 2-piece molecular cluster, C3H10N3O overall. The level of theory is ωB97M-V with the def2-TZVPD basis set.

Geometry (Å):
C (-2.89, -0.55, 0.96)
N (-1.63, -0.87, 1.43)
O (-3.05, 0.30, 0.13)
H (-3.70, -1.20, 1.33)
H (-1.01, -0.07, 1.46)
H (-1.58, -1.48, 2.23)
C (1.53, 1.10, -0.54)
C (1.40, -0.21, -0.76)
N (0.06, -0.78, -0.98)
N (2.69, 1.71, -0.19)
H (0.67, 1.76, -0.64)
H (2.16, -0.95, -0.57)
H (-0.01, -1.34, -1.83)
H (-0.28, -1.34, -0.18)
H (-0.64, -0.03, -1.07)
H (3.55, 1.24, -0.47)
H (2.72, 2.71, -0.31)

Calculated values
E_HOMO = -13.22 eV
charge = +1

***

B has the most favorable energy; the next structure is 509.9 kJ/mol above.